Here is C45H47N3OP2Re as an isolated structure at a distorted geometry from the OMol25 dataset. Energies are from ωB97M-V/def2-TZVPD.

```
99
Properties=species:S:1:pos:R:3:lowdin_charge:R:1
Re -0.06872 0.66704 0.16270 1.479
C -0.06569 -1.97970 1.74120 -0.121
C -0.09455 -0.96600 2.88715 -0.120
N -0.44004 0.37761 2.36795 -0.179
C 0.25508 1.46727 3.07100 -0.142
C 1.72014 1.59237 2.58704 -0.129
N 1.93117 0.89754 1.29761 -0.145
C 2.67386 -0.38106 1.44138 -0.129
C 2.08574 -1.46686 0.53821 -0.133
N 0.60516 -1.43677 0.53264 -0.133
H -1.08893 -2.24289 1.45442 0.128
H 0.42770 -2.89296 2.08255 0.158
H 0.86608 -0.92585 3.39626 0.125
H -0.83399 -1.28902 3.62593 0.160
H -1.44315 0.49753 2.54603 0.067
H 0.23562 1.30939 4.15445 0.153
H -0.27755 2.40325 2.86683 0.136
H 2.41995 1.20619 3.33053 0.142
H 1.94206 2.65322 2.47544 0.141
H 2.52251 1.49799 0.71526 0.063
H 2.65738 -0.71202 2.47781 0.124
H 3.72646 -0.23660 1.18276 0.156
H 2.45517 -2.44290 0.87021 0.159
H 2.42947 -1.30519 -0.48979 0.117
H 0.32243 -2.04764 -0.24302 0.128
C -3.10206 6.02391 -3.39987 0.010
C -2.37955 5.53967 -2.11719 -0.426
C -2.25866 6.77148 -1.18252 0.013
C -3.20445 4.47082 -1.44732 -0.065
C -4.53552 4.66626 -1.07903 0.042
C -5.27067 3.66026 -0.47779 -0.001
C -4.71416 2.40321 -0.22843 -0.031
C -3.39127 2.17171 -0.56896 -0.261
P -2.49952 0.58598 -0.33111 1.016
C -3.52757 -0.13188 0.98662 -0.379
C -3.57220 0.56323 2.20370 -0.149
C -4.38899 0.12248 3.22705 -0.028
C -5.20162 -0.98887 3.03076 -0.006
C -5.20325 -1.64012 1.80599 -0.013
C -4.34806 -1.23936 0.79152 -0.051
C -2.80467 -0.41401 -1.81318 -0.364
C -3.50252 0.05042 -2.92457 -0.041
C -3.82917 -0.83314 -3.94068 -0.019
C -3.44377 -2.16515 -3.86628 -0.011
C -2.70854 -2.62068 -2.77740 -0.042
C -2.37625 -1.74566 -1.76244 -0.139
C -2.65809 3.21202 -1.15576 -0.205
O -1.37348 2.88205 -1.41611 -0.081
C -0.59859 3.73949 -2.11704 -0.206
C 0.65174 3.20571 -2.45634 -0.264
C 1.54721 4.00343 -3.14912 -0.031
C 1.17787 5.30806 -3.48502 -0.001
C -0.07120 5.80716 -3.16174 0.042
C -1.00562 5.03351 -2.47297 -0.066
P 0.94417 1.46751 -1.95320 1.009
C 2.76200 1.46415 -1.96206 -0.381
C 3.51637 0.73944 -2.87962 -0.051
C 4.89335 0.89430 -2.89840 -0.014
C 5.52659 1.71314 -1.97428 -0.006
C 4.77562 2.44405 -1.06030 -0.029
C 3.39824 2.33844 -1.06810 -0.151
C 0.41450 0.43078 -3.34461 -0.361
C 0.71896 -0.93273 -3.25461 -0.137
C 0.49468 -1.76742 -4.33109 -0.042
C -0.07102 -1.25582 -5.49378 -0.010
C -0.41765 0.08746 -5.56760 -0.019
C -0.18866 0.93345 -4.49437 -0.041
H -4.08067 6.42291 -3.15421 0.095
H -3.22271 5.20585 -4.10589 0.103
H -2.53403 6.81598 -3.87638 0.095
H -3.24316 7.16409 -0.94916 0.097
H -1.69401 7.55892 -1.67104 0.097
H -1.75770 6.50883 -0.25374 0.099
H -5.00682 5.61862 -1.26298 0.137
H -6.29642 3.84836 -0.19900 0.133
H -5.31761 1.62973 0.22082 0.125
H -3.02602 1.49608 2.30555 0.110
H -4.41323 0.64853 4.16741 0.128
H -5.84337 -1.32907 3.82903 0.134
H -5.88353 -2.45929 1.63250 0.132
H -4.35761 -1.76190 -0.15271 0.110
H -3.82388 1.07952 -2.98556 0.120
H -4.41057 -0.49197 -4.78353 0.131
H -3.72433 -2.85370 -4.64971 0.133
H -2.41965 -3.65908 -2.71766 0.127
H -1.82695 -2.09374 -0.89499 0.081
H 2.51911 3.63110 -3.43273 0.125
H 1.88040 5.93667 -4.01090 0.133
H -0.31943 6.81611 -3.44934 0.137
H 3.03872 0.09408 -3.60156 0.110
H 5.47221 0.38095 -3.64990 0.132
H 6.60255 1.79901 -1.97296 0.134
H 5.26935 3.09983 -0.36137 0.128
H 2.79626 2.98597 -0.43737 0.111
H 1.17297 -1.31889 -2.34967 0.078
H 0.77506 -2.80898 -4.27899 0.127
H -0.23733 -1.90517 -6.34132 0.133
H -0.84547 0.47839 -6.47827 0.131
H -0.44730 1.97893 -4.57454 0.120
```

Its highest occupied orbital energy (spin up / spin down) is -18.160 / -18.159 eV. The spin multiplicity is 4. Its total charge is +4. The value obtained for the gap between HOMO and LUMO (spin up / spin down) is 4.11 / 3.98 eV. For the total energy, the calculation gives -2742.03429 Eh. The calculation puts the energy above the lowest of the compared OMol25 structures with the same formula, charge and spin at 198.6 kJ/mol.

***

Here is C45H48As2InN10O8SSi as an isolated structure at a distorted geometry from the OMol25 dataset. Energies are from ωB97M-V/def2-TZVPD.

```
116
Properties=species:S:1:pos:R:3:lowdin_charge:R:1
In 10.83637 9.59846 11.01420 0.702
N 8.24840 10.36918 14.81920 -0.006
N 9.02304 9.18565 15.04360 -0.064
C 10.18508 9.06705 14.34391 -0.793
N 10.75620 7.85156 14.33833 0.120
S 10.87019 10.41467 13.58375 0.686
H 8.60877 10.88901 13.99265 0.023
H 8.35717 11.00548 15.66691 0.117
H 8.53415 8.33048 15.36810 0.167
H 10.32785 7.07865 14.76876 0.106
H 11.48939 7.66935 13.60921 0.046
C 16.02274 7.71300 15.09298 -0.061
C 14.89052 8.44562 15.26928 -0.070
C 13.80244 8.30066 14.37994 -0.009
C 14.01491 7.50177 13.23986 -0.250
C 15.24185 6.83877 12.95470 -0.031
C 16.18908 6.84336 13.96424 -0.053
N 12.82531 7.47666 12.45242 0.045
N 13.02581 7.01326 11.24273 0.062
C 11.84853 6.71546 10.54498 -0.354
C 11.92151 5.55864 9.75144 -0.002
C 10.70702 4.96459 9.33371 -0.047
C 9.46573 5.60828 9.59811 -0.046
C 9.53575 6.87897 10.17317 -0.113
C 10.70300 7.45833 10.68958 -0.229
H 16.81225 7.89680 15.76333 0.097
H 14.81141 9.12074 16.11561 0.094
H 12.89650 8.86620 14.49834 0.044
H 15.34394 6.35959 11.96656 0.110
H 17.11096 6.24648 13.84426 0.116
H 12.83789 5.02707 9.50865 0.113
H 10.65652 4.01819 8.82996 0.100
H 8.60301 4.99648 9.40264 0.106
H 8.57826 7.36575 10.28275 0.080
N 15.21821 10.22999 10.76844 0.100
C 14.13105 9.66796 10.30061 -0.181
N 13.07864 10.44271 10.40086 0.084
C 13.57727 11.57608 11.02401 -0.285
N 14.84007 11.47104 11.28088 0.144
C 12.83528 12.73738 11.55933 -0.225
C 13.63262 13.81665 12.03874 -0.082
N 13.14099 14.89339 12.56819 0.117
C 11.82951 14.83714 12.84328 -0.067
C 11.05479 13.78933 12.36861 -0.105
N 11.55743 12.75881 11.68413 0.070
H 16.16168 9.81284 10.75336 0.189
H 14.09063 8.59881 10.05733 0.130
H 14.73444 13.66487 11.99252 0.122
H 11.41898 15.63485 13.39980 0.104
H 10.02161 13.63124 12.59712 0.095
C 6.06210 8.06755 8.79193 -0.073
C 5.86856 8.75645 10.08822 -0.039
C 6.75565 9.80508 10.35521 -0.149
C 7.62492 10.35698 9.38324 -0.312
C 7.57681 9.82176 8.08371 -0.112
C 6.78312 8.71811 7.83008 -0.126
Si 9.11685 11.45593 10.07039 0.640
C 9.64469 12.51072 8.66790 -0.356
C 9.39770 13.87232 8.52832 -0.111
C 9.34777 14.53581 7.28616 -0.081
C 9.47801 13.83303 6.09326 -0.055
C 9.81909 12.45821 6.21183 -0.078
C 9.99703 11.88774 7.45333 -0.153
H 5.62592 7.10473 8.57563 0.095
H 5.15973 8.44712 10.80587 0.081
H 6.94198 10.21865 11.35432 0.080
H 8.04010 10.24612 7.20068 0.088
H 6.75315 8.36818 6.74136 0.133
H 8.38236 12.18434 11.14134 -0.014
H 9.12655 14.50823 9.33387 0.086
H 9.20115 15.64942 7.40756 0.125
H 9.36918 14.33013 5.15202 0.097
H 9.97958 11.81631 5.35669 0.105
H 10.40400 10.84609 7.45461 0.115
C 16.50276 8.89998 22.31874 -0.037
O 15.92159 10.14295 21.95488 -0.026
C 15.36328 10.15276 20.74419 -0.527
O 15.35711 9.11071 20.08888 0.037
C 14.82963 11.42424 20.28559 -0.369
C 14.93907 12.63514 20.92285 -0.346
As 16.04319 14.02270 20.15307 1.371
C 15.17451 15.74428 20.76747 -0.274
C 15.14012 14.25968 18.34694 -0.294
C 15.27424 13.05243 17.70435 -0.311
As 14.11206 11.56590 18.50238 1.346
C 12.47961 12.66298 19.02543 -0.246
C 16.10498 12.75926 16.52692 -0.498
O 17.18923 13.25997 16.25243 0.103
O 15.47840 11.86868 15.71073 -0.098
C 15.89014 11.99470 14.36526 -0.062
C 14.64785 15.43916 17.58050 -0.542
O 13.69690 15.43415 16.83590 0.102
O 15.29126 16.57413 17.85236 -0.056
C 14.78411 17.69691 17.05441 -0.009
C 14.29834 12.90739 22.26476 -0.494
O 14.76101 13.60681 23.13809 0.104
O 13.14817 12.19853 22.42170 -0.063
C 12.84943 11.76897 23.77226 -0.033
H 15.86360 8.11494 21.89865 0.097
H 16.48705 8.79771 23.40850 0.100
H 17.51218 8.83078 21.99821 0.088
H 15.26698 15.88254 21.83232 0.012
H 14.14236 15.76945 20.35700 0.046
H 15.74089 16.52269 20.28877 0.004
H 12.68575 13.72279 18.79912 0.018
H 12.10973 12.57783 20.03814 0.018
H 11.78972 12.27212 18.27589 -0.002
H 16.09603 10.97150 14.03416 0.078
H 16.78215 12.62108 14.17741 0.111
H 14.98170 12.21837 13.79697 0.064
H 15.30917 18.55313 17.43323 0.087
H 13.71814 17.85828 17.19260 0.089
H 14.93554 17.42503 15.97181 0.117
H 12.81130 12.56216 24.47930 0.071
H 13.51445 10.95194 24.12688 0.105
H 11.77928 11.35098 23.78266 0.118
```

Its highest occupied orbital energy (spin up / spin down) is -9.980 / -10.119 eV. The spin multiplicity is 1. Its total charge is +1. The value obtained for the gap between HOMO and LUMO (spin up / spin down) is 6.49 / 6.65 eV. For the total energy, the calculation gives -8241.89734 Eh. The calculation puts the energy above the lowest of the compared OMol25 structures with the same formula, charge and spin at 267.5 kJ/mol.

***

Here is C45H48BaN9O4S2 as an isolated structure at a distorted geometry from the OMol25 dataset. Energies are from ωB97M-V/def2-TZVPD.

```
109
Properties=species:S:1:pos:R:3:lowdin_charge:R:1
Ba 0.32017 0.17720 0.73541 1.867
C 3.68678 -4.51959 -5.36733 -0.051
C 2.84006 -3.63959 -4.50444 -0.274
C 1.66725 -3.11228 -4.92033 -0.007
C 0.87756 -2.21135 -4.11407 -0.115
C -0.30319 -1.79370 -4.70312 -0.025
N -1.05921 -0.73196 -4.45326 0.070
C -0.61740 0.49804 -3.81563 -0.177
C -1.40472 1.67647 -4.37423 -0.137
C -2.82209 1.76858 -3.80919 -0.148
N -2.73781 1.98071 -2.36941 0.075
C -2.76089 1.03369 -1.44694 -0.011
C -3.34138 -0.23903 -1.51631 -0.121
C -4.49874 -0.56128 -2.28244 -0.003
C -5.00949 -1.82620 -2.29451 -0.267
C -6.26199 -2.18377 -3.03373 -0.051
C -4.31445 -2.82637 -1.56012 0.031
C -3.22923 -2.58620 -0.76018 -0.094
C -2.51666 -3.73033 -0.17665 -0.113
N -1.70212 -3.66499 0.78743 0.049
C -0.94555 -4.87157 1.09333 -0.217
C 0.54473 -4.53584 1.10323 -0.174
C 0.97256 -3.75760 -0.12718 -0.226
N 2.23214 -3.06570 0.11291 0.075
C 2.87008 -2.56890 -0.86176 -0.160
C 2.47953 -2.62654 -2.29667 -0.122
C 3.22551 -3.36036 -3.15684 0.031
C 1.26397 -1.93226 -2.73887 -0.307
O 0.57956 -1.27682 -1.92127 -0.095
C -2.70759 -1.23623 -0.69035 -0.315
O -1.68261 -0.94998 -0.03159 -0.318
H 3.21853 -4.65391 -6.34194 0.077
H 3.82201 -5.50872 -4.92579 0.084
H 4.68175 -4.10339 -5.53296 0.084
H 1.30979 -3.32669 -5.92146 0.117
H -0.68050 -2.39677 -5.52509 0.142
H -1.92467 -0.69288 -4.96906 0.143
H 0.45118 0.60337 -4.02286 0.131
H -0.69538 0.40164 -2.73095 0.087
H -1.46300 1.60746 -5.46442 0.126
H -0.86295 2.60153 -4.16384 0.108
H -3.36664 0.84450 -3.98136 0.098
H -3.40168 2.57704 -4.25454 0.131
H -2.20629 2.80040 -2.10450 0.147
H -2.17257 1.32477 -0.58158 0.106
H -5.03185 0.22611 -2.80144 0.121
H -6.59845 -1.35293 -3.65363 0.077
H -7.07775 -2.44531 -2.35848 0.087
H -6.10153 -3.04156 -3.68971 0.083
H -4.66636 -3.85110 -1.63945 0.128
H -2.71697 -4.68319 -0.69015 0.126
H -1.16934 -5.66738 0.36823 0.109
H -1.24397 -5.23006 2.08239 0.117
H 1.12326 -5.45857 1.19673 0.116
H 0.78031 -3.94507 1.98777 0.083
H 0.21369 -3.01056 -0.37588 0.085
H 1.04033 -4.41439 -1.00600 0.135
H 3.82104 -2.08900 -0.63395 0.090
H 4.13549 -3.82153 -2.78318 0.133
C -2.81673 7.32926 5.07062 -0.046
C -2.14997 6.14815 4.43554 -0.266
C -2.90144 5.12667 3.85520 -0.028
C -2.28705 4.03240 3.27242 -0.049
C -0.90198 3.95033 3.26707 -0.298
C -0.13407 4.94881 3.83894 -0.055
C -0.76422 6.04061 4.41652 -0.029
S -0.12909 2.57199 2.48755 0.478
O 1.30044 2.77069 2.60697 -0.329
O -0.64712 1.32314 3.04721 -0.425
N -0.58557 2.51439 0.96488 -0.356
C 0.11347 3.23393 -0.02692 -0.441
C 0.43183 4.58366 0.10810 0.001
C 1.10568 5.19114 -0.93277 -0.044
C 1.44431 4.44254 -2.05800 -0.063
C 1.07584 3.11096 -2.09538 -0.154
N 0.40469 2.50130 -1.11549 0.038
H -3.90116 7.24802 5.02310 0.076
H -2.52866 8.26426 4.58851 0.086
H -2.53386 7.40998 6.12175 0.087
H -3.98192 5.18997 3.86401 0.114
H -2.88325 3.24741 2.82679 0.118
H 0.94385 4.86990 3.83089 0.115
H -0.16142 6.82010 4.86567 0.120
H 0.16431 5.12699 1.00189 0.110
H 1.37563 6.23753 -0.87400 0.114
H 1.98685 4.87464 -2.88593 0.104
H 1.33801 2.49658 -2.95084 0.102
C 6.31373 0.50955 1.93316 -0.042
N 5.33736 -0.06146 2.83857 -0.135
C 5.61035 -0.58860 4.08054 -0.028
C 4.44653 -1.02635 4.58392 -0.038
N 3.44235 -0.76442 3.65160 0.036
C 4.02454 -0.17602 2.54492 -0.679
S 3.40894 0.32199 1.06522 0.582
C 2.08799 -1.09874 3.95851 -0.237
C 1.73117 -1.21445 5.30661 0.009
C 0.46959 -1.68616 5.60076 -0.034
C -0.40369 -2.01300 4.57303 -0.032
C 0.01687 -1.78579 3.27853 -0.186
N 1.23871 -1.32911 2.97921 0.028
H 7.27747 0.50784 2.43602 0.093
H 6.02301 1.52653 1.67845 0.086
H 6.36592 -0.08700 1.02402 0.087
H 6.60897 -0.61877 4.47404 0.127
H 4.25639 -1.54801 5.49939 0.116
H 2.40236 -0.92201 6.09704 0.109
H 0.16607 -1.78979 6.63454 0.118
H -1.39542 -2.39270 4.76703 0.116
H -0.66885 -1.98898 2.45178 0.081
```

Its highest occupied orbital energy is -9.654 eV. The spin multiplicity is 1. Its total charge is +1. The value obtained for the gap between HOMO and LUMO is 6.93 eV. For the total energy, the calculation gives -3359.13338 Eh. The calculation puts the energy above the lowest of the compared OMol25 structures with the same formula, charge and spin at 196.8 kJ/mol.

***

Number 1 is which compound? C45H47N3OP2Re

***

Look up the total charge of the second one. +1

***

total charge of number 3 (C45H48BaN9O4S2)? +1